Entry i
The following is a DFT calculation (wB97M-V/def2-TZVPD) of the ion C6H12N3O with charge +1.

Geometry as XYZ:
```
22
C6H12N3O | the OMol25 dataset | wB97M-V/def2-TZVPD
C 1.34220 -0.89187 0.90990
C 0.37295 -0.08331 0.30831
C -1.85327 -0.87888 -0.51924
C 0.21575 -1.07967 -1.95926
C -0.73660 1.22903 -1.58979
C -0.52002 -0.12574 -0.96423
N 0.12577 0.95562 1.29136
N 0.88438 0.71874 2.28674
N 1.20730 1.33164 3.43987
O 1.68405 -0.35650 2.10758
H 1.82514 -1.84314 0.59191
H -2.23828 -1.18244 -1.39088
H -1.71873 -1.81797 0.12257
H -2.33467 -0.12763 0.01841
H -0.51850 -1.67240 -2.64069
H 0.94082 -0.51756 -2.67979
H 0.79940 -1.76469 -1.50201
H 0.13429 1.66390 -1.96453
H -1.55797 1.24944 -2.21730
H -1.12509 1.84273 -0.83561
H 0.94306 2.31080 3.45797
H 2.12800 1.03989 3.72871
```

Calculated values
highest occupied orbital energy	-14.19	eV
net charge	+1
multiplicity	1
SMILES string	CC(C)(C)c1co[n+](N)n1
Kohn-Sham gap	9.39	eV
LUMO level	-4.80	eV

---

Entry ii
The following is a DFT calculation (wB97M-V/def2-TZVPD) of a cluster of 2 separate species, C6H12N3O in total.

Geometry as XYZ:
```
22
C6H12N3O | the OMol25 dataset | wB97M-V/def2-TZVPD
C 1.72161 -1.88639 0.86461
C 0.46716 -1.55101 1.07512
C 0.34347 -0.49832 -0.99447
C 2.31691 -1.71957 -0.46188
C -0.54222 2.25606 0.37167
C -2.68680 1.08179 -0.04694
N -0.17217 -0.72908 0.14939
N 1.56419 -0.96116 -1.36843
N -1.51337 1.29454 0.68789
O 1.86066 -0.99110 -2.55820
H 2.15683 -2.51105 1.64443
H 0.02186 -1.77119 2.03067
H -0.30549 0.17179 -1.56848
H 3.32476 -1.17533 -0.40030
H 2.61389 -2.72010 -1.05102
H -0.47831 2.59676 -0.67132
H -0.66302 3.24613 0.89100
H 0.49047 1.79891 0.76886
H -3.28281 0.17351 0.18345
H -3.39829 1.92106 -0.02516
H -2.45827 0.97538 -1.17463
H -1.38107 0.99838 1.65376
```

Calculated values
highest occupied orbital energy (alpha / beta)	-13.14 / -11.84	eV
net charge	+1
multiplicity	1
Kohn-Sham gap (alpha / beta)	8.46 / 5.11	eV
LUMO level (alpha / beta)	-4.68 / -6.73	eV

---

Entry iii
The following is a DFT calculation (wB97M-V/def2-TZVPD) of the ion C6H12N3O with charge +1.

Geometry as XYZ:
```
22
C6H12N3O | the OMol25 dataset | wB97M-V/def2-TZVPD
C -0.78097 -1.33914 -0.86847
C -2.22303 0.36518 -0.14567
C -3.40087 0.28273 0.50627
C -1.42787 1.61545 -0.34185
C -0.04659 1.41378 0.20006
C 2.30056 1.45121 0.05712
N -1.86529 -0.63421 -0.97197
N 0.32954 -1.29617 -0.04007
N 1.15256 -2.48590 -0.23362
O 1.02324 1.84264 -0.40612
H -0.80086 -2.17734 -1.62069
H -4.05335 -0.60619 0.54226
H -3.66214 1.06994 1.12294
H -1.49000 1.76161 -1.38878
H -1.94387 2.34463 0.20053
H -0.06763 1.01608 1.28620
H 2.67807 0.87515 -0.72777
H 2.31947 0.87901 0.95865
H 2.83898 2.40542 0.32611
H 2.06575 -2.24030 -0.55715
H 0.60228 -3.10051 -0.85947
H 1.44874 -2.77691 0.70871
```

Calculated values
highest occupied orbital energy (alpha / beta)	-11.55 / -11.55	eV
net charge	+1
multiplicity	1
Kohn-Sham gap (alpha / beta)	6.73 / 6.73	eV
LUMO level (alpha / beta)	-4.83 / -4.83	eV

---

Entry iv
The following is a DFT calculation (wB97M-V/def2-TZVPD) of the ion C6H12N3O with charge +1.

Geometry as XYZ:
```
22
C6H12N3O | the OMol25 dataset | wB97M-V/def2-TZVPD
C 0.38090 -0.15797 -0.33041
C 0.63951 -0.74704 -1.87322
C -0.96630 -0.98237 -0.52070
C -0.13681 2.21091 0.91937
C 1.40956 -0.65898 0.65796
C -1.73400 1.03322 2.25157
N 0.20514 1.39536 -0.02648
N -0.46905 -1.44986 -1.79738
N 1.59387 -0.63997 -2.73584
O -0.88673 2.09378 1.98279
H -0.96650 -1.82097 0.17144
H -1.82861 -0.35263 -0.48212
H 0.10633 3.27256 0.67888
H 1.30376 -0.16252 1.63392
H 2.50858 -0.26268 0.37602
H 1.47757 -1.67359 0.64439
H -2.82131 1.36813 2.24043
H -1.41548 0.66989 3.37845
H -1.63571 0.06945 1.72219
H -0.71833 -2.23203 -2.49358
H 2.18233 0.18842 -2.77560
H 1.77126 -1.16111 -3.62205
```

Calculated values
highest occupied orbital energy	-12.78	eV
net charge	+1
multiplicity	1
SMILES string	CO/C=N\[C@@]1(C)CNC1=[NH2+]
Kohn-Sham gap	9.73	eV
LUMO level	-3.04	eV

---

entry iv takes first place; second place is 35.0 kcal/mol up.